The ion C26H33N2O3 with charge +1 in a non-equilibrium geometry. Source: the OMol25 dataset; level of theory: ωB97M-V with the def2-TZVPD basis set.

Summary:
- Orbital gap: 8.1 eV
- LUMO: -2.26 eV
- Structure (SMILES): Cc1cc(C)c(NC(=O)C[N+](C)(C)C[C@@H](O)COc2cccc3ccccc23)c(C)c1
- DFT total energy: -1345.57853 Ha

```
! wB97M-V def2-TZVPD RIJCOSX def2/J DEFGRID3
* xyz 1 1
C -6.2036 -3.1101 -1.2719
C -5.5861 -1.8827 -0.6826
C -5.8426 -0.6322 -1.2335
C -5.3008 0.5214 -0.6925
C -5.6110 1.8656 -1.2774
C -4.4733 0.4114 0.4293
N -3.9240 1.6079 0.9835
C -2.6792 2.0596 0.8282
O -2.2810 3.1154 1.2785
C -1.7910 1.1101 -0.0007
N -0.3611 1.4990 -0.0717
C -0.2255 2.7896 -0.7796
C 0.1959 1.6484 1.2884
C 0.3881 0.4672 -0.8441
C 0.5496 -0.9153 -0.1779
O -0.6630 -1.6096 -0.0392
C 1.5788 -1.7132 -1.0112
O 2.7824 -1.0185 -1.1512
C 3.7208 -1.0501 -0.1333
C 3.5653 -1.6990 1.0629
C 4.5882 -1.6588 2.0258
C 5.7424 -0.9709 1.7944
C 5.9344 -0.2897 0.5732
C 7.1190 0.4228 0.2949
C 7.2867 1.0669 -0.8992
C 6.2762 1.0283 -1.8710
C 5.1136 0.3489 -1.6328
C 4.9134 -0.3244 -0.4106
C -4.2139 -0.8265 1.0152
C -3.3652 -0.9719 2.2437
C -4.7741 -1.9591 0.4383
H -7.2315 -3.2066 -0.9232
H -5.6617 -4.0037 -0.9746
H -6.2274 -3.0508 -2.3574
H -6.4857 -0.5563 -2.0974
H -6.0574 1.7600 -2.2617
H -4.7192 2.4854 -1.3604
H -6.3218 2.3937 -0.6417
H -4.5625 2.2302 1.4656
H -1.8567 0.1059 0.4217
H -2.2018 1.0771 -1.0138
H -0.8163 3.5439 -0.2608
H -0.5786 2.6973 -1.8050
H 0.8169 3.1010 -0.7900
H -0.2428 2.5289 1.7562
H -0.0484 0.7803 1.8957
H 1.2764 1.7664 1.2360
H 1.3974 0.8439 -1.0303
H -0.1141 0.3370 -1.8066
H 0.9482 -0.7961 0.8340
H -0.8748 -2.0903 -0.8484
H 1.1967 -1.8440 -2.0308
H 1.7208 -2.7039 -0.5648
H 2.6764 -2.2663 1.2928
H 4.4404 -2.1865 2.9554
H 6.5254 -0.9426 2.5362
H 7.8954 0.4444 1.0450
H 8.1994 1.6052 -1.1047
H 6.4250 1.5358 -2.8122
H 4.3371 0.3044 -2.3810
H -2.4427 -1.5032 2.0070
H -3.1236 -0.0091 2.6872
H -3.8968 -1.5645 2.9850
H -4.5779 -2.9200 0.8899
*
```

***

An isolated molecule of C26H33N3O4S. Source: the OMol25 dataset; level of theory: ωB97M-V with the def2-TZVPD basis set.

Summary:
- Orbital gap: 9.1 eV
- LUMO: 0.38 eV
- Structure (SMILES): CCC(=O)N1CCc2cc(S(=O)(=O)N[C@H](Cc3ccccc3)C(=O)NC3CCCCC3)ccc21
- DFT total energy: -1874.03587 Ha

```
! wB97M-V def2-TZVPD RIJCOSX def2/J DEFGRID3
* xyz 0 1
C -0.8938 7.8750 2.9460
C -0.2354 6.5471 3.2972
C -0.2278 5.6137 2.1010
O -0.7001 5.9160 1.0281
N 0.3561 4.3926 2.3244
C 0.9367 3.9734 3.5980
C 1.4537 2.5404 3.3823
C 1.1376 2.2723 1.9421
C 1.3811 1.1467 1.1912
C 0.9752 1.1505 -0.1350
S 1.1961 -0.3544 -1.0500
O 2.4921 -0.9140 -0.8113
O 0.7841 -0.1507 -2.4193
N 0.1122 -1.3297 -0.2749
C -1.2882 -1.3135 -0.6437
C -2.2033 -1.2562 0.5970
C -1.5427 -1.8941 1.7853
C -0.8794 -1.1143 2.7235
C -0.2277 -1.7036 3.7926
C -0.2316 -3.0807 3.9343
C -0.8904 -3.8651 3.0021
C -1.5412 -3.2757 1.9327
C -1.5850 -2.5382 -1.5401
O -2.3803 -3.4074 -1.2427
N -0.8447 -2.5169 -2.6527
C -0.7738 -3.6088 -3.6016
C -0.7059 -3.0590 -5.0270
C 0.6162 -2.3405 -5.2941
C 1.7963 -3.2660 -5.0148
C 1.7522 -3.7602 -3.5721
C 0.4419 -4.4976 -3.3070
C 0.3402 2.2361 -0.7016
C 0.0919 3.3763 0.0500
C 0.4950 3.3818 1.3775
H -1.9182 7.7115 2.6228
H -0.3587 8.3546 2.1310
H -0.8950 8.5373 3.8078
H 0.7939 6.7141 3.6241
H -0.7739 6.0679 4.1186
H 0.1767 4.0099 4.3838
H 1.7488 4.6511 3.8774
H 0.9477 1.8254 4.0327
H 2.5246 2.4618 3.5719
H 1.8715 0.2753 1.5931
H 0.4742 -2.2055 0.0612
H -1.4261 -0.4127 -1.2502
H -3.1213 -1.7921 0.3486
H -2.4427 -0.2166 0.8231
H -0.8745 -0.0388 2.6112
H 0.2851 -1.0890 4.5192
H 0.2766 -3.5410 4.7689
H -0.8966 -4.9399 3.1096
H -2.0503 -3.8817 1.1980
H -0.2107 -1.7400 -2.7996
H -1.6904 -4.1945 -3.4637
H -1.5427 -2.3773 -5.1910
H -0.8102 -3.8944 -5.7227
H 0.6996 -1.4525 -4.6645
H 0.6409 -2.0096 -6.3346
H 2.7326 -2.7354 -5.1953
H 1.7573 -4.1226 -5.6933
H 2.5916 -4.4329 -3.3832
H 1.8525 -2.9101 -2.8931
H 0.3958 -4.8302 -2.2678
H 0.3867 -5.3820 -3.9456
H 0.0484 2.1822 -1.7383
H -0.4004 4.2328 -0.3777
*
```

***

A structure of composition C26H33O4Rh in a non-equilibrium geometry. Source: the OMol25 dataset; level of theory: ωB97M-V with the def2-TZVPD basis set.

Summary:
- Orbital gap (alpha / beta): 6.9 / 6.5 eV
- LUMO (alpha / beta): 0.62 / -1.33 eV
- DFT total energy: -1421.70162 Ha

```
! wB97M-V def2-TZVPD RIJCOSX def2/J DEFGRID3
* xyz 0 5
O 0.8546 -0.8158 -2.2808
C 1.2136 0.4805 -2.9426
C 0.7841 0.0580 -4.3438
H 2.2914 0.6803 -2.8552
H 0.5614 1.2636 -2.5554
C 0.6073 -1.3068 -3.6449
H 1.5756 0.1571 -5.1144
H -0.1417 0.5442 -4.6762
C 1.8162 -2.1114 -4.0417
H 2.7109 -1.4990 -3.8255
H 1.8579 -2.3211 -5.1191
H 1.7997 -3.0556 -3.4892
C -0.7542 -1.9491 -3.7336
H -1.5562 -1.2944 -3.3585
H -0.7209 -2.8721 -3.1434
H -1.0231 -2.2046 -4.7718
Rh 1.4926 -1.6137 -0.2972
C -2.3903 -0.4527 2.6843
C -2.1390 0.9189 2.7446
C -3.0521 1.5386 1.8130
H -1.3757 1.4178 3.3567
C -3.8501 0.5221 1.1656
C -3.3765 -0.7088 1.6540
H -3.6629 -1.6697 1.2736
H -1.9120 -1.1773 3.3301
H -3.0564 2.5760 1.4670
H -4.5733 0.6713 0.3409
C 1.4257 -2.7009 1.4147
C 0.3946 -3.1149 0.5373
C 1.0177 -3.5378 -0.6989
H -0.6782 -3.0992 0.8283
C 2.4684 -3.3156 -0.6129
C 2.6996 -2.8300 0.7639
H 3.6652 -2.5510 1.1690
H 1.3579 -2.4393 2.4763
H 0.4771 -4.0109 -1.5291
H 3.2706 -3.6345 -1.3082
O -1.1494 0.4210 -1.1782
C -2.4666 0.5865 -1.7212
C -2.8825 2.0282 -1.5460
H -3.1276 -0.1257 -1.2236
H -2.4340 0.2850 -2.7716
C -1.5641 2.7105 -1.1670
H -3.5276 2.0874 -0.6437
H -3.3647 2.4111 -2.4866
C -0.8879 1.5592 -0.3612
H -1.7440 3.6615 -0.6398
H -1.0860 2.8927 -2.1763
H -1.2768 1.3911 0.6785
H 0.1835 1.7650 -0.2547
O 0.4032 -0.2543 1.6298
C 1.4773 0.4318 1.7811
O 2.4048 0.3945 0.8908
C 1.6105 1.3057 3.0268
C 2.5752 2.3340 3.0567
C 2.9009 2.9654 4.2742
C 2.1761 2.6516 5.4506
C 1.1483 1.6820 5.3831
C 0.8115 1.0716 4.1579
H 3.0718 2.5869 2.1124
H 3.7320 3.6889 4.3032
H 2.3925 3.1458 6.4172
H 0.5968 1.3847 6.2834
H -0.0525 0.3955 4.0471
*
```

***

- Look up the DFT total energy of the third one.
  -1421.70162 Ha

***

- Which of these has the lowest DFT total energy?
  C26H33N3O4S

***

- The highest DFT total energy belongs to which entry?
  C26H33N2O3

***

- Which of these has the highest DFT total energy?
  C26H33N2O3